Formula: C7H7LaO6S
Source: OMol25
Level of theory: ωB97M-V/def2-TZVPD

HOMO level = -15.48 eV
ΔE to the lowest compared entry with this formula, charge and spin = 0.0 kJ/mol
electronic energy = -31334.48328 eV
total charge = +2

Geometry as XYZ:
```
22
C7H7LaO6S | OMol25 | ωB97M-V/def2-TZVPD
O 0.140 2.891 -3.832
C -0.261 2.377 -2.872
La -0.774 0.696 -0.749
O 0.141 4.096 0.951
C -0.205 3.289 0.215
C -0.193 -0.068 -3.037
O -0.419 -1.034 -2.291
C 1.764 1.281 -1.255
O 2.903 1.172 -1.350
C -3.317 1.286 -1.651
O -4.420 1.394 -1.961
H 0.012 -0.129 -4.118
C -0.189 -1.341 3.327
S 1.058 -0.879 2.130
C 1.176 -2.461 1.288
O 0.251 -0.050 1.063
H 0.330 -1.841 4.153
H -0.959 -1.999 2.894
H -0.662 -0.430 3.716
H 1.708 -3.155 1.950
H 0.161 -2.823 1.059
H 1.753 -2.271 0.371
```

Listed below, in e, are the Löwdin charges computed for each atom:
1. O 0.125
2. C -0.159
3. La 1.770
4. O 0.155
5. C -0.019
6. C -0.263
7. O -0.239
8. C -0.046
9. O 0.191
10. C 0.005
11. O 0.161
12. H 0.097
13. C -0.222
14. S 1.016
15. C -0.212
16. O -0.845
17. H 0.086
18. H 0.081
19. H 0.077
20. H 0.090
21. H 0.079
22. H 0.073


Formula: C22H30PS
Source: OMol25
Level of theory: ωB97M-V/def2-TZVPD

HOMO level = -10.86 eV
electronic energy = -43414.28417 eV
total charge = +1

Geometry as XYZ:
```
54
C22H30PS | OMol25 | ωB97M-V/def2-TZVPD
C 6.231 -2.497 2.239
C 5.452 -2.385 0.799
P 3.722 -1.578 0.878
S 3.760 0.408 1.682
C 2.417 -2.696 1.711
C 1.007 -1.799 1.762
H 6.203 -1.524 2.892
H 5.856 -3.444 2.833
H 7.382 -2.700 1.995
H 5.290 -3.488 0.371
H 6.113 -1.731 0.080
H 4.375 1.209 0.693
H 4.416 0.492 2.921
H 2.747 -3.077 2.779
H 2.183 -3.633 1.016
H 1.013 -1.039 2.662
H 0.044 -2.464 1.783
H 0.923 -1.123 0.782
C -3.904 -1.179 0.253
C -4.469 -1.168 -1.022
C -3.724 -0.719 -2.112
C -2.409 -0.290 -1.928
C -1.842 -0.305 -0.654
C -2.591 -0.745 0.438
H -4.486 -1.526 1.103
H -5.491 -1.508 -1.166
H -4.167 -0.703 -3.104
H -1.826 0.055 -2.778
H -0.817 0.027 -0.511
H -2.151 -0.752 1.431
C -2.830 2.673 3.512
C -3.583 2.906 4.663
C -4.945 2.608 4.677
C -5.553 2.068 3.544
C -4.799 1.832 2.394
C -3.439 2.138 2.377
H -1.769 2.908 3.500
H -3.107 3.320 5.548
H -5.533 2.796 5.572
H -6.614 1.832 3.557
H -5.273 1.409 1.511
H -2.853 1.959 1.479
C 0.875 1.023 -3.984
C 0.305 1.662 -5.085
C 1.017 1.763 -6.280
C 2.297 1.216 -6.377
C 2.866 0.574 -5.277
C 2.157 0.481 -4.079
H 0.321 0.948 -3.052
H -0.695 2.081 -5.012
H 0.575 2.266 -7.135
H 2.851 1.290 -7.309
H 3.863 0.147 -5.353
H 2.603 -0.014 -3.221
```

Listed below, in e, are the Löwdin charges computed for each atom:
1. C -0.185
2. C -0.446
3. P 0.679
4. S 0.666
5. C -0.417
6. C -0.197
7. H 0.065
8. H 0.091
9. H 0.100
10. H 0.118
11. H 0.094
12. H 0.004
13. H -0.036
14. H 0.098
15. H 0.121
16. H 0.083
17. H 0.093
18. H 0.064
19. C -0.096
20. C -0.084
21. C -0.082
22. C -0.088
23. C -0.109
24. C -0.120
25. H 0.107
26. H 0.106
27. H 0.106
28. H 0.084
29. H 0.080
30. H 0.094
31. C -0.103
32. C -0.099
33. C -0.092
34. C -0.089
35. C -0.094
36. C -0.105
37. H 0.093
38. H 0.100
39. H 0.103
40. H 0.103
41. H 0.098
42. H 0.089
43. C -0.105
44. C -0.090
45. C -0.086
46. C -0.088
47. C -0.099
48. C -0.107
49. H 0.079
50. H 0.103
51. H 0.105
52. H 0.104
53. H 0.100
54. H 0.087


Formula: C20H13F5S
Source: OMol25
Level of theory: ωB97M-V/def2-TZVPD

HOMO level = -8.70 eV
ΔE to the lowest compared entry with this formula, charge and spin = 0.0 kJ/mol
electronic energy = -45373.44546 eV
SMILES = Fc1ccc(C(Sc2cccc(C(F)(F)F)c2)c2ccc(F)cc2)cc1

Geometry as XYZ:
```
39
C20H13F5S | OMol25 | ωB97M-V/def2-TZVPD
F 4.091 -0.953 -1.673
C 2.753 -0.647 -1.634
C 2.376 0.695 -1.539
C 1.021 0.975 -1.451
C 0.052 -0.055 -1.410
C -1.291 0.265 -0.770
S -1.112 -0.250 1.032
C 0.268 0.525 1.821
C 0.183 1.894 2.156
C 1.338 2.626 2.443
C 2.573 1.952 2.546
C 2.621 0.570 2.397
C 3.949 -0.131 2.495
F 3.965 -1.283 1.749
F 4.264 -0.487 3.783
F 4.966 0.666 2.036
C 1.471 -0.165 2.126
C -2.611 -0.298 -1.344
C -3.755 0.537 -1.357
C -5.045 0.010 -1.358
C -5.175 -1.380 -1.424
F -6.435 -1.924 -1.454
C -4.078 -2.229 -1.543
C -2.787 -1.672 -1.531
C 0.466 -1.382 -1.578
C 1.830 -1.685 -1.705
H 3.125 1.492 -1.516
H 0.684 1.996 -1.256
H -1.408 1.341 -0.658
H -0.816 2.338 2.136
H 1.288 3.721 2.583
H 3.490 2.500 2.744
H 1.499 -1.249 2.103
H -3.608 1.611 -1.228
H -5.922 0.657 -1.290
H -4.211 -3.310 -1.619
H -1.948 -2.351 -1.537
H -0.228 -2.198 -1.454
H 2.158 -2.721 -1.816
```

Listed below, in e, are the Löwdin charges computed for each atom:
1. F 0.035
2. C -0.257
3. C -0.003
4. C -0.040
5. C -0.244
6. C -0.424
7. S 0.976
8. C -0.516
9. C -0.094
10. C -0.054
11. C -0.009
12. C -0.132
13. C -0.508
14. F 0.112
15. F 0.118
16. F 0.113
17. C -0.009
18. C -0.224
19. C -0.029
20. C 0.000
21. C -0.251
22. F 0.035
23. C 0.009
24. C -0.031
25. C -0.039
26. C 0.009
27. H 0.126
28. H 0.118
29. H 0.088
30. H 0.107
31. H 0.115
32. H 0.122
33. H 0.124
34. H 0.116
35. H 0.122
36. H 0.123
37. H 0.086
38. H 0.086
39. H 0.124


Formula: C4H38N3O12
Source: OMol25
Level of theory: ωB97M-V/def2-TZVPD

HOMO level = -10.90 eV
ΔE to the lowest compared entry with this formula, charge and spin = 369.5 kJ/mol
electronic energy = -33796.03948 eV
total charge = +1

Geometry as XYZ:
```
57
C4H38N3O12 | OMol25 | ωB97M-V/def2-TZVPD
N -1.507 0.277 -2.971
C -1.092 1.353 -2.026
C -0.536 0.648 -0.748
N 0.932 0.743 -0.749
C 1.556 1.724 0.166
C 2.795 1.178 0.839
N 2.531 0.259 1.946
H -2.220 -0.388 -2.596
H -0.678 -0.300 -3.224
H -1.916 0.712 -3.785
H -1.873 2.079 -1.845
H -0.260 1.879 -2.478
H -0.747 -0.416 -0.861
H -1.038 1.049 0.118
H 1.284 -0.195 -0.614
H 1.904 2.548 -0.460
H 0.809 2.116 0.852
H 3.359 2.067 1.149
H 3.420 0.737 0.051
H 1.585 0.413 2.256
H 3.155 0.352 2.720
H -0.766 1.304 4.051
H -0.827 0.503 2.756
O -0.463 1.362 3.129
H -0.554 -3.348 0.277
H -0.539 -2.584 -0.957
O -1.205 -2.960 -0.347
H -4.117 -1.941 -1.506
H -2.653 -2.201 -1.056
O -3.228 -1.534 -1.446
H 4.201 -1.540 -0.348
H 3.509 -0.359 0.309
O 3.686 -0.762 -0.583
H 1.256 -1.332 -2.251
H 1.972 -1.962 -1.077
O 1.120 -1.939 -1.510
H -2.565 3.255 1.786
H -1.878 1.872 2.152
O -2.232 2.424 1.427
H 0.340 -4.303 2.032
H 1.168 -2.937 1.889
O 0.291 -3.362 1.732
H 1.642 0.658 -3.162
H 1.665 -0.406 -4.338
O 1.178 -0.113 -3.565
H -3.327 -0.246 -0.145
H -3.973 0.609 0.926
O -3.613 -0.279 0.794
H -1.439 3.134 0.030
H -1.401 4.518 -0.472
O -0.945 3.703 -0.600
H -1.051 -1.847 2.086
H -2.248 -0.974 1.690
O -1.497 -1.022 2.333
H 1.915 -0.724 2.015
H 2.892 -1.878 2.433
O 2.224 -1.622 1.776
```

Listed below, in e, are the Löwdin charges computed for each atom:
1. N 0.168
2. C -0.130
3. C -0.168
4. N -0.036
5. C -0.165
6. C -0.196
7. N 0.019
8. H 0.121
9. H 0.128
10. H 0.161
11. H 0.111
12. H 0.115
13. H 0.091
14. H 0.077
15. H 0.054
16. H 0.119
17. H 0.106
18. H 0.137
19. H 0.074
20. H 0.114
21. H 0.142
22. H 0.077
23. H 0.014
24. O -0.089
25. H 0.010
26. H 0.010
27. O -0.093
28. H 0.105
29. H 0.011
30. O -0.068
31. H 0.074
32. H 0.006
33. O -0.072
34. H 0.005
35. H 0.030
36. O -0.055
37. H 0.079
38. H 0.021
39. O -0.072
40. H 0.098
41. H 0.013
42. O -0.092
43. H 0.095
44. H 0.087
45. O -0.049
46. H 0.020
47. H 0.055
48. O -0.064
49. H -0.008
50. H 0.037
51. O -0.058
52. H 0.021
53. H 0.023
54. O -0.065
55. H -0.138
56. H 0.086
57. O -0.097


Formula: C29H22BrN5O3SSr
Source: OMol25
Level of theory: ωB97M-V/def2-TZVPD

HOMO level = -1.84 eV
ΔE to the lowest compared entry with this formula, charge and spin = 143.4 kJ/mol
electronic energy = -125741.71721 eV
total charge = -2

Geometry as XYZ:
```
62
C29H22BrN5O3SSr | OMol25 | ωB97M-V/def2-TZVPD
Sr 0.030 -0.316 -0.026
Br -1.333 6.387 3.689
C -0.873 4.594 3.214
C -0.508 3.682 4.191
C -0.177 2.387 3.836
C -0.199 1.925 2.491
O 0.101 0.725 2.181
C -0.581 2.911 1.505
C -0.697 2.547 0.051
N -1.572 1.479 -0.193
C -2.589 1.513 -1.062
C -3.246 2.652 -1.530
C -4.295 2.575 -2.464
C -4.757 1.390 -2.955
C -4.146 0.186 -2.497
C -4.540 -1.080 -2.985
C -3.919 -2.212 -2.550
C -2.888 -2.080 -1.598
N -2.499 -0.932 -1.111
C -3.106 0.214 -1.552
C -0.902 4.202 1.883
H -0.478 3.983 5.232
H 0.110 1.668 4.594
H -0.866 3.431 -0.574
H -2.940 3.625 -1.165
H -4.750 3.502 -2.802
H -5.552 1.340 -3.688
H -5.329 -1.130 -3.728
H -4.183 -3.191 -2.928
H -2.358 -2.959 -1.242
H -1.188 4.918 1.117
C 1.810 4.117 -0.527
C 1.902 2.632 -0.364
O 0.732 1.977 -0.374
C 3.080 1.968 -0.291
C 3.440 0.519 -0.170
C 4.914 0.213 -0.174
N 2.555 -0.399 -0.097
N 3.030 -1.731 -0.060
C 2.090 -2.627 0.187
O 0.866 -2.509 0.496
C 2.608 -4.053 0.070
C 3.937 -4.354 -0.222
C 4.356 -5.673 -0.319
C 3.453 -6.714 -0.131
C 2.128 -6.422 0.157
C 1.711 -5.099 0.259
H 1.226 4.358 -1.418
H 2.802 4.555 -0.628
H 1.311 4.569 0.333
H 3.942 2.621 -0.369
H 5.499 1.128 -0.255
H 5.160 -0.450 -1.006
H 5.203 -0.323 0.732
H 4.623 -3.533 -0.374
H 5.393 -5.889 -0.548
H 3.781 -7.744 -0.212
H 1.410 -7.221 0.303
H 0.684 -4.845 0.485
S -0.227 -0.082 -5.322
C 0.073 -0.355 -3.681
N 0.286 -0.548 -2.551
```

Listed below, in e, are the Löwdin charges computed for each atom:
1. Sr 1.516
2. Br 0.606
3. C -0.725
4. C -0.173
5. C -0.030
6. C -0.402
7. O -0.199
8. C -0.111
9. C -0.254
10. N -0.076
11. C -0.241
12. C -0.045
13. C -0.126
14. C -0.095
15. C -0.173
16. C -0.036
17. C -0.072
18. C -0.151
19. N 0.062
20. C -0.138
21. C -0.123
22. H 0.084
23. H 0.099
24. H 0.127
25. H 0.087
26. H 0.089
27. H 0.087
28. H 0.105
29. H 0.090
30. H 0.106
31. H 0.101
32. C -0.017
33. C -0.347
34. O -0.172
35. C 0.007
36. C -0.326
37. C -0.064
38. N -0.045
39. N 0.050
40. C -0.510
41. O -0.213
42. C -0.133
43. C -0.043
44. C -0.111
45. C -0.130
46. C -0.107
47. C -0.034
48. H 0.091
49. H 0.075
50. H 0.075
51. H 0.082
52. H 0.055
53. H 0.071
54. H 0.070
55. H 0.097
56. H 0.087
57. H 0.083
58. H 0.088
59. H 0.105
60. S 0.260
61. C -0.979
62. N -0.057


Table of HOMO-LUMO gap (Eh), in record order: 0.2690; 0.2397; 0.3186; 0.3113; 0.2148